Here is C20H26BeN2O2Si as an isolated structure from the OMol25 dataset. Energies are from the ωB97M-V functional and the def2-TZVPD basis.

HOMO (alpha / beta): -4.34 / -4.36 eV
Maximum force: 4.29 eV/Å
Kohn-Sham gap (alpha / beta): 0.142 / 0.143 Ha

```
52
C20H26BeN2O2Si, DFT the ωB97M-V functional and the def2-TZVPD basis
C 3.647 1.743 2.245
C 2.793 0.650 2.555
C 2.750 -0.202 1.421
H 2.287 0.481 3.510
C 3.576 0.369 0.409
C 4.138 1.573 0.918
H 4.847 2.213 0.398
H 3.931 2.549 2.917
H 2.212 -1.144 1.343
H 3.775 -0.063 -0.564
Be 0.814 1.620 -0.456
C -0.998 0.878 -1.345
H -0.080 0.201 -1.704
H -1.204 1.681 -2.152
H -1.302 1.288 -0.199
Si -1.320 -1.093 -0.293
C -2.944 -1.381 0.633
C -2.905 -2.068 1.870
H -1.943 -2.399 2.281
C -4.072 -2.363 2.588
H -4.025 -2.870 3.546
C -5.329 -1.996 2.023
H -6.237 -2.204 2.577
C -5.397 -1.319 0.784
H -6.385 -1.067 0.348
C -4.207 -1.065 0.073
H -4.263 -0.582 -0.906
C -0.923 -2.695 -1.208
C -1.731 -3.858 -1.108
H -2.645 -3.854 -0.495
C -1.359 -5.072 -1.704
H -1.981 -5.976 -1.562
C -0.177 -5.124 -2.474
H 0.132 -6.052 -2.942
C 0.600 -3.970 -2.660
H 1.539 -3.984 -3.250
C 0.233 -2.781 -2.024
H 0.871 -1.898 -2.122
H -0.254 -0.793 0.802
H -1.759 0.046 -1.708
C 3.188 5.816 -0.904
O 2.990 4.492 -1.474
C 2.144 3.701 -0.901
O 1.900 2.482 -1.287
N 1.416 4.107 0.153
N 0.777 2.900 0.797
H 2.196 6.317 -0.859
H 3.847 6.269 -1.650
H 3.640 5.700 0.102
H 1.877 4.819 0.730
H 1.304 2.574 1.648
H 0.019 3.404 1.280
```